(1)
Computed, not measured: a cluster of 2 separate species, C4H8Cl2Si in total, with ωB97M-V/def2-TZVPD.

The geometry in XYZ format:
```
15
Properties=species:S:1:pos:R:3
C -1.29997 -1.68524 -0.90810
C -0.97045 -1.27723 0.33895
C 1.03361 1.48642 -0.32301
C 0.34211 -1.26492 0.83196
Si 0.84073 -0.68384 2.52275
Cl 2.83229 -0.32390 2.50474
Cl 0.48199 -2.13582 3.90627
H -2.31632 -1.69917 -1.25642
H -0.54302 -2.00924 -1.60375
H -1.75204 -0.93699 1.00720
H 1.96071 1.60952 0.19239
H 1.01637 1.05803 -1.30203
H 0.15209 1.95061 0.06140
H 1.10578 -1.64708 0.16149
H 0.14974 0.50992 2.98513
```

Summary:
molar mass: 155.1 g/mol
frontier orbital gap (spin up / spin down): 8.4 / 7.9 eV
relative energy (zero: lowest compared OMol25 entry of this formula, charge and spin): 334.8 kJ/mol
DFT total energy: -1367.05472 Ha
HOMO level (spin up / spin down): -8.4 / -8.8 eV

=====

(2)
Computed, not measured: an isolated molecule of C4H4N2O2, with ωB97M-V/def2-TZVPD.

The geometry in XYZ format:
```
12
Properties=species:S:1:pos:R:3
C -3.21998 0.13070 0.29900
C -2.08455 -0.01904 -0.02499
C -0.59777 -0.01327 -0.23532
C 1.85045 -0.04298 0.61076
H -4.26532 -0.18898 0.60871
H 3.03393 -0.21898 1.17996
H 1.07814 0.17831 1.46074
H -0.17398 2.17473 0.27927
N -0.13386 -1.22197 -0.35385
N 0.25497 1.21703 -0.29588
O 1.33636 -1.29392 -0.09844
O 1.63745 1.01355 -0.26122
```

Summary:
molar mass: 112.1 g/mol
frontier orbital gap: 9.8 eV
relative energy (zero: lowest compared OMol25 entry of this formula, charge and spin): 865.9 kJ/mol
structure (SMILES): C#CC1=NOCON1
DFT total energy: -414.51638 Ha
HOMO level: -9.3 eV

=====

(3)
Computed, not measured: a structure of composition C5H4Br2CsI2OS4, with ωB97M-V/def2-TZVPD.

The geometry in XYZ format:
```
19
Properties=species:S:1:pos:R:3
Cs -0.49708 0.25362 0.33964
Br -2.11456 -0.06501 3.90401
C -1.03003 -1.67380 3.73660
Br -1.67484 -2.78360 2.29082
H -1.12928 -2.22773 4.65899
H -0.00793 -1.38732 3.52008
O 5.84835 1.07265 -2.56214
C 4.82252 0.58666 -2.12909
S 4.60190 0.03534 -0.48132
C 2.91915 -0.51276 -0.58976
C 2.34366 -0.37064 -1.81575
S 0.74983 -0.83273 -2.40131
S 3.36909 0.33233 -3.07545
S 2.30572 -1.19498 0.91711
I 0.13311 3.54109 -1.76535
C -0.88659 2.07319 -2.90929
I -2.94677 1.85774 -2.39937
H -0.37761 1.11308 -2.72874
H -0.83893 2.37384 -3.94817
```

Summary:
molar mass: 754.9 g/mol
frontier orbital gap: 4.7 eV
net charge: -1
relative energy (zero: lowest compared OMol25 entry of this formula, charge and spin): 27.6 kJ/mol
DFT total energy: -7624.57062 Ha
HOMO level: -3.0 eV

=====

(4)
Computed, not measured: an isolated molecule of C22H23BBr2N2O6S, with ωB97M-V/def2-TZVPD.

The geometry in XYZ format:
```
57
Properties=species:S:1:pos:R:3
C 3.89928 0.08959 1.89107
C 3.29287 -0.62812 3.08026
Br 4.53080 -1.48713 4.26380
C 1.98208 -0.67979 3.31716
Br 1.26179 -1.55765 4.86466
C 1.03643 -0.02346 2.36876
C 0.50987 1.26789 2.68348
C -0.32168 1.88333 1.82126
C -0.83692 3.28825 2.15274
B 0.07303 4.27675 1.30376
O -0.39981 4.90671 0.15983
O 1.39682 4.51949 1.67291
C -0.72417 1.28703 0.58634
N -1.55625 2.00126 -0.23104
C -1.81444 1.35667 -1.34045
C -2.69879 2.05879 -2.36361
C -4.12632 1.48710 -2.40411
C -4.88582 1.59863 -1.05611
S -5.39099 -0.04914 -0.54603
O -5.93673 -0.08765 0.77182
O -4.24599 -0.88970 -0.72013
O -6.47399 -0.42954 -1.66606
C -1.33575 0.05367 -1.65721
N -0.54734 -0.62255 -0.87365
C -0.21411 0.02576 0.27978
C 0.67339 -0.59868 1.19745
C 1.21931 -1.96088 0.77337
O 2.25683 -1.70408 -0.17540
C 2.70909 -2.80156 -0.85508
C 2.07930 -4.02782 -0.95242
C 2.65941 -5.02412 -1.71413
C 3.83788 -4.83661 -2.37986
C 4.47863 -3.60719 -2.29385
C 3.90489 -2.62495 -1.53135
H 3.97200 -0.60943 1.05454
H 3.32824 0.97719 1.60732
H 4.90538 0.41603 2.17517
H 0.79351 1.78156 3.59778
H -0.66530 3.51608 3.21048
H -1.89096 3.36446 1.87833
H 0.36646 5.11318 -0.38897
H 1.97932 4.51044 0.90558
H -2.24573 1.85095 -3.34424
H -2.67880 3.13600 -2.17418
H -4.68544 2.08793 -3.13502
H -4.11060 0.47753 -2.82400
H -5.79607 2.18330 -1.22941
H -4.29866 2.07500 -0.26627
H -7.04023 -1.14126 -1.32832
H -1.63137 -0.39130 -2.60671
H 1.63099 -2.49391 1.63909
H 0.36818 -2.49621 0.34366
H 1.13013 -4.20145 -0.45844
H 2.16774 -5.98790 -1.82520
H 4.29619 -5.60249 -3.00047
H 5.40521 -3.36541 -2.80601
H 4.40719 -1.66063 -1.45264
```

Summary:
molar mass: 614.1 g/mol
frontier orbital gap: 8.2 eV
structure (SMILES): C/C(Br)=C(/Br)c1cc(CB(O)O)c2nc(CCCS(=O)(=O)O)cnc2c1COc1ccccc1
DFT total energy: -6984.24693 Ha
HOMO level: -8.5 eV